1.
Entry from OMol25: a cluster of 11 separate species, C25H52Cl20N2O3 in total (ωB97M-V/def2-TZVPD).

Calculated values
- HOMO energy (eV) = -9.671
- SMILES = CCNOC(=O)NCCO.ClCCCl.ClCCCl.ClCCCl.ClCCCl.ClCCCl.ClCCCl.ClCCCl.ClCCCl.ClCCCl.ClCCCl
- orbital gap (eV) = 10.08
- molecular weight (g/mol) = 1137.76

Geometry as ORCA input:
```
! wB97M-V def2-TZVPD RIJCOSX def2/J DEFGRID3
* xyz 0 1
C -1.52644 -0.15504 -1.64256
C -0.07231 -0.08814 -1.18090
N -0.05767 0.83758 -0.04432
O 1.27162 1.27138 0.24217
C 1.55381 2.35536 -0.50284
O 1.89555 2.28024 -1.59408
N 1.41492 3.57666 0.22472
C 0.89411 4.64190 -0.63882
C -0.55678 4.40570 -1.00550
O -1.43188 4.96810 -0.04951
H -2.11142 -0.36901 -0.76198
H -1.79464 0.81387 -2.02851
H -1.62422 -0.92565 -2.39413
H 0.52734 0.28524 -1.99366
H 0.25525 -1.08171 -0.90109
H -0.30196 0.28913 0.77032
H 2.37330 3.84342 0.44179
H 0.92933 5.57506 -0.09965
H 1.48869 4.78464 -1.54004
H -0.75423 4.94545 -1.91564
H -0.76704 3.34860 -1.13653
H -1.33295 4.48854 0.78344
Cl 4.73130 0.30658 4.77400
C 3.81445 0.00576 3.27151
C 2.42318 0.57369 3.33745
Cl 1.38204 -0.29076 4.50396
H 3.80506 -1.06700 3.09439
H 4.36526 0.48408 2.46298
H 1.94409 0.48958 2.36422
H 2.43278 1.62155 3.62522
Cl -3.44924 -1.70517 -4.19986
C -3.26739 -0.12792 -5.00565
C -2.16603 -0.13588 -6.03325
Cl -0.55403 -0.29187 -5.28647
H -3.08756 0.61762 -4.23473
H -4.21865 0.09734 -5.48564
H -2.17204 0.80498 -6.58184
H -2.28796 -0.95202 -6.74158
Cl -4.12812 -4.95695 -2.70017
C -5.13570 -5.17340 -4.15147
C -6.46818 -4.48486 -4.02409
Cl -7.51578 -5.26721 -2.80983
H -5.25249 -6.24070 -4.32307
H -4.58085 -4.74872 -4.98604
H -6.99683 -4.53431 -4.97496
H -6.35394 -3.44037 -3.74435
Cl 5.08364 6.02429 3.56981
C 3.61563 5.99797 4.58133
C 3.03193 4.61411 4.69692
Cl 2.35127 4.04351 3.15042
H 2.90114 6.69606 4.15221
H 3.90251 6.35834 5.56782
H 2.21574 4.61740 5.41866
H 3.77814 3.89209 5.02277
Cl -1.26383 4.22556 5.97757
C -2.20222 2.70904 6.04242
C -1.84834 1.77532 4.91469
Cl -2.38272 2.39608 3.33031
H -3.25787 2.96849 6.03036
H -1.97292 2.23498 6.99540
H -2.34371 0.81675 5.06140
H -0.77755 1.60246 4.86280
Cl -7.78788 -7.88898 -5.38110
C -9.26701 -7.85950 -4.38707
C -9.89988 -9.22206 -4.27423
Cl -10.58653 -9.78075 -5.82240
H -9.95072 -7.13721 -4.82592
H -8.97718 -7.50462 -3.40174
H -10.72047 -9.18442 -3.55955
H -9.18235 -9.96644 -3.93832
Cl 9.00521 -0.03218 2.01312
C 8.71135 0.42442 3.71369
C 9.50421 -0.41639 4.67826
Cl 8.93552 -2.10547 4.72392
H 7.64319 0.34199 3.90207
H 9.00180 1.46920 3.81586
H 9.39111 -0.02264 5.68448
H 10.56275 -0.42485 4.42850
Cl -2.92621 5.61264 -7.07501
C -3.19713 6.06150 -5.37130
C -2.42283 5.18370 -4.42300
Cl -3.03987 3.51161 -4.40111
H -4.26550 6.01033 -5.17744
H -2.87364 7.09502 -5.25939
H -2.51572 5.56777 -3.40785
H -1.36793 5.14753 -4.68410
Cl -2.03369 -4.41479 -5.87825
C -0.66930 -5.37534 -5.25222
C -0.94767 -6.85296 -5.33777
Cl -2.22956 -7.33825 -4.19979
H -0.48082 -5.06521 -4.22724
H 0.20068 -5.12180 -5.85611
H -0.05486 -7.41715 -5.07213
H -1.25245 -7.14199 -6.34056
Cl 7.32887 0.76328 6.92687
C 7.53588 -0.14849 8.44421
C 8.66828 0.39132 9.27800
Cl 10.25487 0.09978 8.51965
H 7.69109 -1.19327 8.18496
H 6.59965 -0.06573 8.99394
H 8.68140 -0.10852 10.24523
H 8.56676 1.46110 9.44255
*
```

Atom charges from the Mulliken analysis, given in e for atoms 1 to 99: atom 1 (C): -0.83, atom 2 (C): -0.39, atom 3 (N): -0.24, atom 4 (O): -0.27, atom 5 (C): 0.22, atom 6 (O): -0.45, atom 7 (N): 0.01, atom 8 (C): -1.04, atom 9 (C): 0.60, atom 10 (O): -0.58, atom 11 (H): 0.33, atom 12 (H): 0.09, atom 13 (H): 0.24, atom 14 (H): 0.32, atom 15 (H): 0.35, atom 16 (H): 0.19, atom 17 (H): 0.35, atom 18 (H): 0.49, atom 19 (H): 0.33, atom 20 (H): -0.05, atom 21 (H): -0.06, atom 22 (H): 0.30, atom 23 (Cl): -0.16, atom 24 (C): -0.65, atom 25 (C): 0.84, atom 26 (Cl): -0.23, atom 27 (H): 0.40, atom 28 (H): 0.32, atom 29 (H): -0.07, atom 30 (H): -0.42, atom 31 (Cl): -0.08, atom 32 (C): -0.31, atom 33 (C): -0.45, atom 34 (Cl): -0.18, atom 35 (H): 0.00, atom 36 (H): 0.37, atom 37 (H): 0.35, atom 38 (H): 0.34, atom 39 (Cl): -0.17, atom 40 (C): -0.30, atom 41 (C): -0.45, atom 42 (Cl): -0.22, atom 43 (H): 0.37, atom 44 (H): 0.11, atom 45 (H): 0.32, atom 46 (H): 0.34, atom 47 (Cl): -0.20, atom 48 (C): -0.51, atom 49 (C): -0.48, atom 50 (Cl): -0.05, atom 51 (H): 0.30, atom 52 (H): 0.36, atom 53 (H): 0.30, atom 54 (H): 0.30, atom 55 (Cl): -0.18, atom 56 (C): -0.49, atom 57 (C): -0.22, atom 58 (Cl): -0.18, atom 59 (H): 0.35, atom 60 (H): 0.30, atom 61 (H): 0.34, atom 62 (H): 0.07, atom 63 (Cl): -0.18, atom 64 (C): -0.33, atom 65 (C): -0.48, atom 66 (Cl): -0.19, atom 67 (H): 0.34, atom 68 (H): 0.19, atom 69 (H): 0.31, atom 70 (H): 0.33, atom 71 (Cl): -0.21, atom 72 (C): -0.06, atom 73 (C): -0.01, atom 74 (Cl): -0.19, atom 75 (H): -0.08, atom 76 (H): 0.32, atom 77 (H): -0.15, atom 78 (H): 0.36, atom 79 (Cl): -0.19, atom 80 (C): -0.45, atom 81 (C): -0.47, atom 82 (Cl): -0.12, atom 83 (H): 0.34, atom 84 (H): 0.33, atom 85 (H): 0.27, atom 86 (H): 0.32, atom 87 (Cl): -0.14, atom 88 (C): -0.50, atom 89 (C): -0.46, atom 90 (Cl): -0.15, atom 91 (H): 0.28, atom 92 (H): 0.36, atom 93 (H): 0.32, atom 94 (H): 0.30, atom 95 (Cl): -0.16, atom 96 (C): -0.54, atom 97 (C): -0.40, atom 98 (Cl): -0.18, atom 99 (H): 0.30

=====

2.
Entry from OMol25: a structure of composition C25H52ClN5OSi3Sn (ωB97M-V/def2-TZVPD).

Calculated values
- HOMO energy (eV) = -12.518
- ΔE to the lowest compared entry with this formula, charge and spin (kcal per mole) = 0.0
- orbital gap (eV) = 7.54
- molecular weight (g/mol) = 677.15

Geometry as ORCA input:
```
! wB97M-V def2-TZVPD RIJCOSX def2/J DEFGRID3
* xyz 2 1
Sn 0.01624 -0.99327 -0.11683
C -3.01128 -3.21657 0.45617
O -2.24228 -2.02292 0.51656
Si -2.85612 -0.58644 1.20912
C -4.26854 -0.05343 0.06921
C -3.70159 -1.02043 2.83000
C -1.24568 0.39294 1.21912
Si -1.47823 2.12780 0.47633
C 0.11079 3.15413 0.47150
C -2.82974 3.14591 1.30864
C -1.87083 1.91969 -1.37533
Si -0.43449 0.40958 2.95122
C -1.36013 1.41787 4.24465
C 1.32311 1.11595 2.80709
C -0.23967 -1.36997 3.59414
H -3.31173 -3.54304 1.45402
H -2.40688 -4.00724 0.00708
H -3.91588 -3.06931 -0.14365
H -5.15615 -0.64715 0.29683
H -4.04195 -0.18282 -0.99136
H -4.54438 0.99155 0.22010
H -4.60631 -1.60227 2.64355
H -4.01274 -0.11856 3.35938
H -3.06249 -1.59721 3.49765
H 0.35707 3.54622 1.45931
H -0.01549 4.00827 -0.19736
H 0.95907 2.56713 0.11135
H -2.49102 3.52270 2.27417
H -3.74227 2.57365 1.48319
H -3.09134 4.01280 0.69870
H -1.13624 1.24427 -1.83183
H -1.79585 2.88185 -1.88548
H -2.87321 1.52679 -1.55566
H -1.53895 2.43735 3.90101
H -0.78178 1.48386 5.16861
H -2.32418 0.97629 4.49337
H 1.32730 2.20187 2.90830
H 1.76640 0.86673 1.83756
H 1.96275 0.71357 3.59548
H -1.09593 -1.67512 4.19552
H 0.64551 -1.45904 4.22630
H -0.14353 -2.09790 2.78354
N -2.40228 -2.96637 -4.96075
C -2.95132 -1.60925 -4.62697
C -2.45531 -1.20077 -3.23992
N -1.00480 -1.23487 -3.11950
C -0.46634 -2.53166 -3.49167
C -0.90334 -2.98992 -4.88404
H -2.71557 -3.26073 -5.88645
H -2.77579 -3.64310 -4.29104
H -4.03928 -1.65084 -4.65908
H -2.60242 -0.91439 -5.38980
H -2.87454 -1.87226 -2.48104
H -2.81585 -0.19740 -3.01633
H -0.57231 -0.48407 -3.64738
H -0.80109 -3.26036 -2.74412
H 0.62200 -2.50626 -3.45416
H -0.55532 -4.00204 -5.08624
H -0.52089 -2.32518 -5.65744
Cl 2.21819 -6.25077 1.48145
C 2.45193 -4.57408 1.78600
C 3.22493 -4.14397 2.85499
C 3.38630 -2.78046 3.04209
C 2.75372 -1.90452 2.17725
N 1.99412 -2.32371 1.16323
C 1.85323 -3.63012 0.96834
H 3.67804 -4.86085 3.52615
H 3.98713 -2.41115 3.86133
H 2.84159 -0.83075 2.29352
H 1.23793 -3.94379 0.13055
N 1.74747 0.52372 -0.80167
C 2.73103 1.14310 -0.73602
N 3.82307 1.82972 -0.66247
C 4.07622 2.71616 0.48729
C 4.15151 4.19001 0.02855
C 3.75656 4.32198 -1.44285
C 4.66850 3.46395 -2.32384
C 4.72948 2.00799 -1.80435
H 5.01754 2.39862 0.93937
H 3.28279 2.56755 1.21800
H 5.16698 4.56381 0.16315
H 3.49296 4.80159 0.64390
H 3.82873 5.36428 -1.74935
H 2.71568 4.01442 -1.57597
H 5.67377 3.88531 -2.32126
H 4.30990 3.48108 -3.35251
H 5.73234 1.76221 -1.45199
H 4.46144 1.29211 -2.57822
*
```

Charges per atom according to Mulliken partitioning, unit e: atom 1 (Sn): 0.59, atom 2 (C): -1.23, atom 3 (O): 0.03, atom 4 (Si): 0.29, atom 5 (C): -1.11, atom 6 (C): -1.36, atom 7 (C): 0.77, atom 8 (Si): -0.04, atom 9 (C): -0.60, atom 10 (C): -1.11, atom 11 (C): -0.93, atom 12 (Si): -0.21, atom 13 (C): -1.16, atom 14 (C): -0.20, atom 15 (C): -0.91, atom 16 (H): 0.31, atom 17 (H): 0.29, atom 18 (H): 0.36, atom 19 (H): 0.41, atom 20 (H): 0.16, atom 21 (H): 0.34, atom 22 (H): 0.46, atom 23 (H): 0.34, atom 24 (H): 0.35, atom 25 (H): 0.38, atom 26 (H): 0.58, atom 27 (H): -0.40, atom 28 (H): 0.36, atom 29 (H): 0.32, atom 30 (H): 0.44, atom 31 (H): 0.02, atom 32 (H): 0.50, atom 33 (H): 0.37, atom 34 (H): 0.32, atom 35 (H): 0.45, atom 36 (H): 0.32, atom 37 (H): 0.50, atom 38 (H): -0.98, atom 39 (H): 0.87, atom 40 (H): 0.47, atom 41 (H): 0.49, atom 42 (H): 0.13, atom 43 (N): -0.06, atom 44 (C): -1.08, atom 45 (C): 0.07, atom 46 (N): 0.14, atom 47 (C): -0.61, atom 48 (C): -0.79, atom 49 (H): 0.35, atom 50 (H): 0.39, atom 51 (H): 0.45, atom 52 (H): 0.38, atom 53 (H): 0.05, atom 54 (H): 0.08, atom 55 (H): 0.33, atom 56 (H): 0.30, atom 57 (H): 0.45, atom 58 (H): 0.43, atom 59 (H): 0.37, atom 60 (Cl): -0.20, atom 61 (C): 0.14, atom 62 (C): -0.35, atom 63 (C): -0.86, atom 64 (C): -0.26, atom 65 (N): -0.01, atom 66 (C): -0.36, atom 67 (H): 0.47, atom 68 (H): 0.47, atom 69 (H): 0.42, atom 70 (H): 0.43, atom 71 (N): -0.61, atom 72 (C): 0.32, atom 73 (N): -0.04, atom 74 (C): 0.00, atom 75 (C): -0.71, atom 76 (C): -0.56, atom 77 (C): -0.57, atom 78 (C): -0.69, atom 79 (H): 0.48, atom 80 (H): -0.36, atom 81 (H): 0.31, atom 82 (H): 0.42, atom 83 (H): 0.44, atom 84 (H): 0.10, atom 85 (H): 0.34, atom 86 (H): 0.34, atom 87 (H): 0.34, atom 88 (H): 0.34

=====

3.
Entry from OMol25: a structure of composition C25H52FIN4O8S (ωB97M-V/def2-TZVPD).

Calculated values
- HOMO energy (eV) = -8.721
- orbital gap (eV) = 7.66
- molecular weight (g/mol) = 714.68

Geometry as ORCA input:
```
! wB97M-V def2-TZVPD RIJCOSX def2/J DEFGRID3
* xyz 0 1
O 2.27354 -3.12364 -5.24953
S 0.95308 -2.71027 -5.54494
O 0.74189 -2.20306 -6.85211
F 0.10026 -3.99200 -5.37451
N 0.52567 -1.55918 -4.38783
I 2.30351 -0.44940 -4.06650
C -0.45840 -0.56842 -4.92126
C -1.79472 -1.15916 -5.29081
C -2.23550 -2.34500 -4.77974
C -3.44140 -2.90864 -5.11529
C -4.24000 -2.23846 -5.99994
C -3.81606 -1.03646 -6.49130
C -2.61425 -0.48269 -6.16236
H -0.61435 0.15535 -4.11858
H -0.00304 -0.04771 -5.76650
H -1.59438 -2.87251 -4.08190
H -3.70733 -3.86097 -4.68002
H -5.18493 -2.67906 -6.28969
H -4.47463 -0.50799 -7.17261
H -2.31757 0.46344 -6.59637
C 6.04347 4.83932 1.44686
O 6.04955 3.43096 1.58356
C 4.88780 2.90424 2.21662
C 4.02580 2.13902 1.23162
N 3.38598 3.03870 0.27410
C 2.75777 2.35582 -0.85497
C 3.64570 1.53168 -1.78362
O 4.55371 2.29239 -2.56005
C 5.77253 2.62814 -1.91760
H 7.04095 5.14411 1.13290
H 5.32952 5.17015 0.68480
H 5.81172 5.33004 2.39642
H 4.31388 3.68294 2.72689
H 5.23695 2.20009 2.97680
H 3.25219 1.59414 1.78139
H 4.67039 1.40560 0.73140
H 4.08003 3.67925 -0.08746
H 2.27674 3.12851 -1.46048
H 1.96016 1.71182 -0.46926
H 2.97268 1.04609 -2.51234
H 4.16732 0.71936 -1.26353
H 6.09670 1.85222 -1.22016
H 5.69102 3.58603 -1.39826
H 6.53480 2.73923 -2.68898
C 1.74227 7.09844 6.84207
O 0.45733 6.51472 6.74161
C -0.30125 6.96707 5.62534
C -0.45282 5.87425 4.58476
N 0.81175 5.60013 3.91082
C 0.80792 4.39153 3.08585
C 0.56170 3.05254 3.77693
O 1.60324 2.64212 4.64709
C 1.54767 3.17828 5.95692
H 2.14964 6.83194 7.81644
H 2.42187 6.71797 6.07193
H 1.69050 8.18859 6.77226
H 0.12238 7.87578 5.18881
H -1.29757 7.21459 6.00323
H -1.19037 6.18906 3.84004
H -0.84360 4.98596 5.09716
H 1.53739 5.50588 4.60866
H 1.78818 4.33734 2.60516
H 0.07000 4.51820 2.28738
H 0.52515 2.29290 2.99077
H -0.40830 3.00844 4.28583
H 0.52014 3.33186 6.29526
H 2.10517 4.11636 6.02213
H 2.02885 2.46629 6.62832
C -6.65090 -7.24449 0.50766
O -5.48123 -6.76253 1.14201
C -4.43917 -7.72600 1.25001
C -3.27998 -7.38642 0.33301
N -3.63392 -7.58235 -1.06889
C -2.66643 -7.03347 -2.01763
C -2.41180 -5.52762 -2.00097
O -3.50963 -4.74152 -2.43464
C -4.48183 -4.45796 -1.44340
H -7.43297 -6.49985 0.64978
H -6.50143 -7.38185 -0.56857
H -6.98327 -8.18776 0.94994
H -4.80480 -8.74066 1.06984
H -4.07778 -7.68254 2.28157
H -2.42965 -8.03045 0.57729
H -2.99168 -6.34806 0.54023
H -4.53050 -7.14810 -1.24227
H -3.02460 -7.29577 -3.01628
H -1.71218 -7.55083 -1.87633
H -1.61253 -5.33327 -2.72255
H -2.04037 -5.17040 -1.03373
H -4.03955 -4.36129 -0.44923
H -5.26470 -5.22045 -1.43160
H -4.95518 -3.51061 -1.70488
*
```

Charges per atom according to Mulliken partitioning, unit e: atom 1 (O): -0.63, atom 2 (S): 1.34, atom 3 (O): -0.57, atom 4 (F): -0.14, atom 5 (N): -0.54, atom 6 (I): 0.30, atom 7 (C): -1.06, atom 8 (C): 0.61, atom 9 (C): 0.00, atom 10 (C): -0.77, atom 11 (C): -0.67, atom 12 (C): -0.37, atom 13 (C): -0.89, atom 14 (H): 0.55, atom 15 (H): 0.57, atom 16 (H): 0.68, atom 17 (H): 0.46, atom 18 (H): 0.40, atom 19 (H): 0.35, atom 20 (H): 0.40, atom 21 (C): -0.69, atom 22 (O): -0.37, atom 23 (C): -0.60, atom 24 (C): -0.40, atom 25 (N): -0.26, atom 26 (C): -1.04, atom 27 (C): 0.72, atom 28 (O): -0.41, atom 29 (C): -0.57, atom 30 (H): 0.24, atom 31 (H): 0.31, atom 32 (H): 0.32, atom 33 (H): 0.22, atom 34 (H): 0.38, atom 35 (H): 0.40, atom 36 (H): 0.33, atom 37 (H): 0.08, atom 38 (H): 0.44, atom 39 (H): 0.33, atom 40 (H): -0.67, atom 41 (H): 0.42, atom 42 (H): 0.30, atom 43 (H): 0.19, atom 44 (H): 0.31, atom 45 (C): -0.68, atom 46 (O): -0.34, atom 47 (C): -0.79, atom 48 (C): -0.19, atom 49 (N): -0.26, atom 50 (C): -0.61, atom 51 (C): -0.67, atom 52 (O): -0.43, atom 53 (C): -0.52, atom 54 (H): 0.24, atom 55 (H): 0.27, atom 56 (H): 0.34, atom 57 (H): 0.40, atom 58 (H): 0.40, atom 59 (H): 0.37, atom 60 (H): 0.18, atom 61 (H): 0.05, atom 62 (H): 0.30, atom 63 (H): 0.39, atom 64 (H): 0.41, atom 65 (H): 0.41, atom 66 (H): 0.30, atom 67 (H): 0.12, atom 68 (H): 0.30, atom 69 (C): -0.71, atom 70 (O): -0.33, atom 71 (C): -0.81, atom 72 (C): -0.16, atom 73 (N): -0.31, atom 74 (C): -0.94, atom 75 (C): -0.26, atom 76 (O): -0.33, atom 77 (C): -0.68, atom 78 (H): 0.24, atom 79 (H): 0.29, atom 80 (H): 0.34, atom 81 (H): 0.41, atom 82 (H): 0.39, atom 83 (H): 0.38, atom 84 (H): 0.16, atom 85 (H): 0.08, atom 86 (H): 0.42, atom 87 (H): 0.41, atom 88 (H): 0.24, atom 89 (H): 0.37, atom 90 (H): 0.31, atom 91 (H): 0.21, atom 92 (H): 0.32